No. 1
{"formula": "C3H5N3", "method": "the ωB97M-V functional and the def2-TZVPD basis", "elements": ["C", "N", "N", "C", "C", "N", "H", "H", "H", "H", "H"], "coordinates": [[1.389, -1.236, 1.081], [0.347, -1.319, 0.352], [-0.472, -0.082, 0.512], [-1.117, 0.329, -0.740], [-0.450, 1.378, -1.529], [0.108, 2.332, -1.947], [1.648, -0.269, 1.814], [2.168, -2.020, 1.202], [-0.117, 0.737, 1.023], [-2.056, 0.719, -0.475], [-1.448, -0.569, -1.293]], "orbital_gap_ev": 10.62, "smiles": "C=NNCC#N", "de_lowest_kcal_mol": 68.6, "fmax_ev_per_a": 3.800, "total_charge": 0}

=====

No. 2
{"formula": "C3H5N3", "method": "the ωB97M-V functional and the def2-TZVPD basis", "elements": ["C", "C", "C", "H", "H", "H", "H", "H", "N", "N", "N"], "coordinates": [[-0.348, 0.226, 0.527], [0.640, 0.937, -1.077], [0.399, -0.391, -1.385], [-0.972, 0.987, 2.207], [-0.731, -0.708, 2.387], [1.052, 1.417, -1.994], [1.129, -0.969, -2.118], [0.106, -1.887, 0.020], [-1.203, -0.092, 1.696], [-0.011, 1.374, -0.048], [-0.061, -0.895, -0.216]], "orbital_gap_ev": 8.85, "de_lowest_kcal_mol": 54.6, "fmax_ev_per_a": 7.618, "total_charge": 0}

=====

No. 3
{"formula": "C3H5N3", "method": "the ωB97M-V functional and the def2-TZVPD basis", "elements": ["C", "N", "C", "N", "C", "N", "H", "H", "H", "H", "H"], "coordinates": [[-0.022, -1.997, 0.665], [-0.196, -0.590, 0.770], [-0.047, 0.215, -0.198], [-0.090, 1.783, 0.076], [0.164, 2.439, -1.000], [0.506, 3.073, -1.896], [0.716, -2.337, 1.385], [0.446, -2.225, -0.249], [-1.008, -2.624, 0.932], [0.263, 0.103, -1.211], [-0.731, 2.160, 0.727]], "orbital_gap_ev": 10.64, "smiles": "C/N=C/NC#N", "de_lowest_kcal_mol": 49.7, "fmax_ev_per_a": 5.399, "total_charge": 0}

=====

No. 4
{"formula": "C3H5N3", "method": "the ωB97M-V functional and the def2-TZVPD basis", "elements": ["N", "C", "N", "N", "C", "C", "H", "H", "H", "H", "H"], "coordinates": [[-2.084, -0.576, 0.167], [-0.757, -0.118, 0.053], [0.219, -1.139, 0.215], [1.381, -0.700, 0.168], [1.109, 1.185, -0.077], [-0.264, 1.122, -0.116], [-2.724, 0.163, -0.098], [-2.250, -1.396, -0.407], [2.080, -1.436, 0.284], [1.675, 1.329, -1.000], [1.617, 1.566, 0.811]], "orbital_gap_ev": 8.29, "de_lowest_kcal_mol": 99.2, "fmax_ev_per_a": 0.442, "total_charge": 0}

=====

No. 5
{"formula": "C3H5N3", "method": "the ωB97M-V functional and the def2-TZVPD basis", "elements": ["C", "N", "N", "C", "C", "N", "H", "H", "H", "H", "H"], "coordinates": [[1.583, 0.027, 0.038], [0.139, -0.056, -0.207], [-0.762, -0.721, 0.682], [-2.043, -0.656, -0.146], [-1.953, 0.636, -0.248], [-0.750, 0.776, 0.575], [2.149, -0.690, -0.709], [1.851, 1.167, -0.106], [1.879, -0.082, 1.139], [-2.743, -1.378, -0.215], [-2.721, 1.352, -0.499]], "orbital_gap_ev": 10.88, "smiles": "Cn1n2ccn12", "de_lowest_kcal_mol": 150.4, "fmax_ev_per_a": 3.396, "total_charge": 0}

=====

No. 6
{"formula": "C3H5N3O", "method": "the ωB97M-V functional and the def2-TZVPD basis", "elements": ["N", "C", "C", "N", "C", "N", "O", "H", "H", "H", "H", "H"], "coordinates": [[-0.335, -0.571, 1.569], [-0.014, 0.166, 0.441], [0.261, 1.481, 0.133], [0.494, 1.579, -1.222], [0.345, 0.383, -1.716], [0.005, -0.503, -0.751], [-0.345, -1.827, -0.875], [-1.055, -0.183, 2.158], [0.481, -0.812, 2.163], [0.227, 2.367, 0.798], [0.439, -0.009, -2.744], [-0.503, -2.072, 0.046]], "orbital_gap_ev": 9.39, "smiles": "Nc1cncn1O", "de_lowest_kcal_mol": 61.5, "fmax_ev_per_a": 1.936, "total_charge": 0}

=====

No. 7
{"formula": "C3H5N3O", "method": "the ωB97M-V functional and the def2-TZVPD basis", "elements": ["C", "C", "C", "H", "H", "H", "H", "H", "N", "N", "N", "O"], "coordinates": [[0.629, -0.351, 1.434], [-0.308, -0.277, -0.882], [-0.278, 0.622, -1.906], [1.732, -0.004, 2.010], [-0.270, 0.142, 2.301], [0.661, -1.608, 1.541], [-0.917, 1.828, -0.186], [-0.547, -2.242, -0.729], [0.397, 0.267, 0.187], [-0.873, -1.372, -1.337], [-0.336, 1.388, -2.766], [0.111, 1.607, 0.334]], "orbital_gap_ev": 9.25, "de_lowest_kcal_mol": 160.4, "fmax_ev_per_a": 6.127, "total_charge": 0}

=====

No. 8
{"formula": "C3H5N3O", "method": "the ωB97M-V functional and the def2-TZVPD basis", "elements": ["N", "C", "C", "N", "C", "O", "N", "H", "H", "H", "H", "H"], "coordinates": [[-0.350, 2.018, 0.342], [-0.186, 0.681, 0.021], [-0.596, -0.068, -1.059], [-0.295, -1.414, -0.670], [0.427, -1.487, 0.473], [0.959, -2.437, 1.007], [0.415, -0.149, 0.928], [0.496, 2.535, 0.532], [-0.987, 2.522, -0.258], [-0.004, -0.096, -1.970], [-0.611, -2.210, -1.195], [0.733, 0.104, 1.848]], "orbital_gap_ev": 8.60, "smiles": "Nc1c[nH]c(=O)[nH]1", "de_lowest_kcal_mol": 32.8, "fmax_ev_per_a": 2.391, "total_charge": 0}

=====

What did the first record say?
{"formula": "C3H5N3", "method": "the ωB97M-V functional and the def2-TZVPD basis", "elements": ["C", "N", "N", "C", "C", "N", "H", "H", "H", "H", "H"], "coordinates": [[1.389, -1.236, 1.081], [0.347, -1.319, 0.352], [-0.472, -0.082, 0.512], [-1.117, 0.329, -0.740], [-0.450, 1.378, -1.529], [0.108, 2.332, -1.947], [1.648, -0.269, 1.814], [2.168, -2.020, 1.202], [-0.117, 0.737, 1.023], [-2.056, 0.719, -0.475], [-1.448, -0.569, -1.293]], "orbital_gap_ev": 10.62, "smiles": "C=NNCC#N", "de_lowest_kcal_mol": 68.6, "fmax_ev_per_a": 3.800, "total_charge": 0}

=====

What did the second record say?
{"formula": "C3H5N3", "method": "the ωB97M-V functional and the def2-TZVPD basis", "elements": ["C", "C", "C", "H", "H", "H", "H", "H", "N", "N", "N"], "coordinates": [[-0.348, 0.226, 0.527], [0.640, 0.937, -1.077], [0.399, -0.391, -1.385], [-0.972, 0.987, 2.207], [-0.731, -0.708, 2.387], [1.052, 1.417, -1.994], [1.129, -0.969, -2.118], [0.106, -1.887, 0.020], [-1.203, -0.092, 1.696], [-0.011, 1.374, -0.048], [-0.061, -0.895, -0.216]], "orbital_gap_ev": 8.85, "de_lowest_kcal_mol": 54.6, "fmax_ev_per_a": 7.618, "total_charge": 0}

=====

Q: What is the formula in the third record?
A: C3H5N3